(1)
The following is a DFT calculation (ωB97M-V with the def2-TZVPD basis set) of one molecule with the formula C2H6FOP in a non-equilibrium geometry.

The geometry in XYZ format:
```
11
Properties=species:S:1:pos:R:3:forces:R:3:nbo_charge:R:1
O -0.7568 -0.8464 -0.8572 1.053 -0.248 0.075 -0.774
C -1.2567 0.2340 -0.0463 -0.664 -0.575 -1.222 -0.086
C -0.0932 0.7290 0.7988 0.587 -2.877 -1.372 -0.805
P 1.3583 -0.0254 0.1089 0.101 -0.686 4.083 1.359
F 2.6644 0.4776 0.9538 -1.108 0.330 -0.872 -0.568
H -1.4819 -1.3391 -1.2142 -0.491 -0.504 -0.372 0.483
H -2.1221 -0.2729 0.5022 0.761 1.537 -0.331 0.179
H -1.5102 1.0198 -0.8443 -0.636 -0.746 1.632 0.160
H -0.1941 1.7275 0.7346 0.446 3.810 0.138 0.196
H 2.1477 -0.4841 -0.9512 -0.084 0.525 -0.997 -0.072
H 1.2445 -1.2200 0.8149 0.034 -0.565 -0.762 -0.072
```
Positions in Å, forces in eV/Å.

Summary:
Total energy: -16221.87197 eV
Total charge: 0
SMILES: OCC=[PH2]F



(2)
The following is a DFT calculation (ωB97M-V with the def2-TZVPD basis set) of a 2-piece molecular cluster, C7H14N3 overall in a non-equilibrium geometry.

The geometry in XYZ format:
```
24
Properties=species:S:1:pos:R:3:forces:R:3:nbo_charge:R:1
C 0.7671 -0.0321 0.2117 -3.509 -2.960 0.169 0.442
C -2.7491 1.5967 0.3889 -0.264 -0.327 -0.757 0.048
C 2.6411 1.1616 -0.1259 0.812 1.248 -1.055 -0.240
C 2.9983 -0.3346 0.1568 3.112 -0.974 0.235 -0.245
C -1.6824 -1.4113 1.0279 2.546 0.999 -0.101 -0.628
C -1.3148 -0.5873 -1.5034 3.059 -2.105 -0.348 -0.658
C -1.3054 -0.3420 -0.0200 2.362 0.313 1.050 0.346
N -1.7751 0.8561 0.3019 1.938 -0.092 0.344 -0.445
N 1.1990 1.1643 0.0303 0.306 -0.458 -0.055 -0.576
N 1.7156 -0.9670 0.2979 -2.400 -0.733 -0.506 -0.605
H -2.5052 2.5605 0.6523 -0.171 2.408 0.892 0.178
H -3.7209 1.3645 0.0661 -1.559 -0.522 -0.184 0.170
H 3.0522 1.8242 0.6115 0.512 0.176 0.409 0.225
H 2.9165 1.6469 -1.1422 -0.231 -1.411 1.446 0.227
H 3.6313 -0.7795 -0.7107 -1.037 0.663 1.640 0.234
H 3.5237 -0.5247 1.1818 -0.316 0.798 -2.043 0.225
H -2.6504 -1.6302 0.7666 -2.598 -0.870 -0.316 0.228
H -1.6472 -1.0364 2.0790 0.124 -0.156 -1.040 0.249
H -1.0747 -2.3068 0.9053 -0.022 0.022 0.115 0.223
H -2.2939 -0.7529 -1.7320 -3.025 -0.316 -0.871 0.231
H -0.9288 0.1887 -2.1991 -0.080 -0.280 1.018 0.253
H -0.8183 -1.5968 -1.7641 -0.455 1.645 0.470 0.235
H 0.5680 1.9357 0.0931 -0.126 0.538 -0.163 0.436
H 1.4533 -1.9976 0.4264 1.023 2.394 -0.348 0.448
```
Positions in Å, forces in eV/Å.

Summary:
Total energy: -11947.08552 eV
Total charge: +1



no.,frontier orbital gap (eV)
1,8.492
2,10.060